Entry 1:
The following is a quantum chemistry calculation of a structure of composition C49H64N4O4P2Ti, from OMol25.

## Properties
energy relative to the best compared isomer or geometry (same formula, charge and spin)	0.0	kcal per mole
total charge	-2
M	882.890	g/mol
lowest unoccupied orbital energy (alpha / beta)	3.920 / 3.920	eV
HOMO (alpha / beta)	0.46 / 0.46	eV

```
124
Properties=species:S:1:pos:R:3:mulliken_charge:R:1
Ti 0.020 -0.386 0.216 0.14
N -2.459 -1.386 -2.309 -0.21
C -3.142 -0.199 -2.495 0.24
C -3.356 0.292 -3.787 -0.85
C -4.034 1.485 -4.000 -0.53
C -4.510 2.217 -2.924 -1.21
C -4.324 1.711 -1.637 0.00
C -3.662 0.519 -1.394 0.71
C -3.603 -0.095 -0.032 0.77
C -4.863 -0.312 0.543 -0.42
C -5.005 -1.067 1.695 -1.02
C -3.869 -1.640 2.245 -1.04
C -2.621 -1.372 1.694 -0.37
C -2.401 -0.558 0.561 0.33
H -1.717 -1.529 -2.982 -0.32
H -2.091 -1.497 -1.367 0.26
H -2.978 -0.281 -4.628 0.42
H -4.184 1.841 -5.015 0.40
H -5.032 3.154 -3.075 0.37
H -4.711 2.260 -0.785 0.46
H -5.744 0.083 0.044 0.37
H -5.987 -1.240 2.125 0.32
H -3.944 -2.280 3.119 0.49
H -1.772 -1.812 2.200 0.21
O -0.010 -2.060 -0.529 0.56
C 0.155 -3.255 0.126 -0.95
C 0.432 -3.385 1.472 1.14
C 0.641 -4.668 2.069 -1.02
C 0.928 -4.802 3.410 -0.68
C 1.031 -3.726 4.294 -0.93
C 0.822 -2.464 3.737 -0.50
C 0.541 -2.268 2.396 -0.21
O 0.325 -1.021 1.949 0.83
N 1.133 -6.150 3.935 1.02
O 1.379 -6.286 5.127 -0.70
O 1.054 -7.109 3.179 -0.68
H 0.046 -4.136 -0.498 0.01
H 0.577 -5.555 1.455 0.56
H 1.251 -3.873 5.338 0.48
H 0.863 -1.576 4.359 0.29
C 2.427 2.535 -1.923 -0.43
C 3.392 1.468 -1.475 1.21
C 4.718 1.538 -1.879 -0.95
C 5.653 0.582 -1.507 -0.95
C 5.223 -0.470 -0.698 -0.74
C 3.913 -0.586 -0.274 0.59
C 3.478 -1.743 0.572 -0.54
C 2.927 0.389 -0.658 0.39
N 1.662 0.260 -0.248 0.29
H 2.786 3.537 -1.667 0.36
H 1.466 2.378 -1.435 -1.08
H 2.275 2.513 -3.009 0.56
H 5.024 2.374 -2.506 0.39
H 6.685 0.653 -1.832 0.30
H 5.933 -1.234 -0.390 0.32
H 4.316 -2.413 0.778 0.46
H 2.678 -2.321 0.096 -0.25
H 3.055 -1.412 1.525 -0.08
C -0.565 2.341 -3.742 -1.77
C -0.626 1.514 -2.550 0.58
N -0.637 0.876 -1.602 0.40
H -0.352 3.370 -3.454 0.33
H -1.518 2.291 -4.263 0.38
H 0.237 1.978 -4.384 0.32
C 3.494 -2.285 -3.620 -1.63
C 2.253 -1.470 -3.280 0.79
P 0.643 -1.985 -3.984 0.84
C 1.040 -2.195 -5.786 -0.60
C -0.159 -2.733 -6.565 -1.15
C 0.600 -3.759 -3.449 -0.66
C -0.809 -4.325 -3.288 -1.31
H 4.350 -1.895 -3.066 0.43
H 3.732 -2.240 -4.687 0.36
H 3.370 -3.335 -3.347 0.27
H 2.411 -0.415 -3.523 0.38
H 2.061 -1.477 -2.204 -0.98
H 1.907 -2.848 -5.932 0.42
H 1.318 -1.207 -6.169 0.41
H -1.046 -2.122 -6.383 0.21
H 0.030 -2.746 -7.642 0.40
H -0.399 -3.753 -6.260 0.25
H 1.102 -3.787 -2.478 0.20
H 1.194 -4.369 -4.139 0.54
H -1.353 -3.775 -2.521 0.16
H -0.773 -5.373 -2.977 0.43
H -1.387 -4.271 -4.213 0.35
C -1.521 4.649 2.810 -1.92
C -1.084 3.749 1.653 2.57
C -2.332 3.296 0.884 -2.07
C -0.231 4.559 0.674 -2.06
P -0.164 2.158 2.147 1.49
C -1.109 1.723 3.675 1.58
C -2.412 1.261 3.480 -0.19
C -3.246 0.963 4.549 -1.10
C -2.789 1.088 5.851 -0.86
C -1.483 1.501 6.067 -1.03
C -0.659 1.815 4.996 -1.08
C 1.574 2.616 2.732 2.35
C 2.454 2.900 1.504 -1.63
C 1.728 3.809 3.687 -2.30
C 2.146 1.314 3.327 -1.85
H -2.077 5.506 2.410 0.54
H -0.674 5.035 3.376 0.27
H -2.177 4.116 3.500 0.29
H -2.794 4.167 0.403 0.67
H -3.079 2.849 1.539 0.28
H -2.088 2.566 0.111 0.05
H -0.862 5.322 0.206 0.64
H 0.186 3.931 -0.117 0.17
H 0.590 5.071 1.173 0.28
H -2.779 1.086 2.478 -0.18
H -4.243 0.595 4.346 0.47
H -3.431 0.838 6.687 0.34
H -1.091 1.571 7.075 0.39
H 0.352 2.114 5.214 0.22
H 2.319 3.901 1.103 0.33
H 2.262 2.164 0.727 -0.52
H 3.505 2.801 1.797 0.66
H 1.574 4.749 3.154 0.32
H 2.755 3.822 4.068 0.52
H 1.054 3.805 4.539 0.33
H 2.185 0.547 2.551 0.08
H 1.567 0.901 4.150 0.22
H 3.163 1.512 3.680 0.73
```

=====

Entry 2:
The following is a quantum chemistry calculation of a cluster of 6 separate species, C49H69O5PS in total in a non-equilibrium geometry, from OMol25.

## Properties
M	801.127	g/mol
lowest unoccupied orbital energy	0.419	eV
HOMO	-8.14	eV

```
125
Properties=species:S:1:pos:R:3:mulliken_charge:R:1
C -2.649 0.714 7.565 -1.04
C -3.595 1.631 6.687 -0.37
O -3.152 1.508 5.339 -0.23
C -4.190 1.185 4.417 -0.76
C -4.409 2.406 3.467 -0.58
C -3.073 2.695 2.659 -0.22
C -3.507 3.108 1.209 -1.04
C -2.413 3.873 0.377 -1.14
C -1.640 3.006 -0.668 0.64
P -0.358 4.128 -1.544 0.09
C -0.124 3.583 -3.324 -0.95
C -1.042 5.880 -1.674 -0.27
C -0.448 6.763 -0.512 -1.14
C -2.556 2.214 -1.677 -1.41
C -1.950 0.853 -2.177 0.15
C -1.687 -0.216 -1.055 -0.02
C -0.534 -1.170 -1.556 -0.45
C -1.058 -2.626 -1.894 -1.04
C -1.290 -2.807 -3.442 -0.88
C -2.606 -2.134 -3.954 -0.47
O -2.215 -1.091 -4.852 -0.30
C -3.342 -0.413 -5.395 -0.52
O -1.441 0.328 0.257 -0.43
S -0.595 1.735 0.203 1.15
O 0.647 1.521 -0.591 -0.60
O -0.189 2.231 1.543 -0.62
H -3.050 -0.316 7.497 0.27
H -1.646 0.720 7.086 0.28
H -2.640 1.128 8.590 0.35
H -4.659 1.367 6.855 0.32
H -3.482 2.695 7.019 0.28
H -5.119 0.788 4.877 0.47
H -3.789 0.364 3.770 0.27
H -5.158 2.123 2.683 0.39
H -4.793 3.315 3.973 0.28
H -2.497 3.473 3.194 0.26
H -2.494 1.748 2.570 0.13
H -4.363 3.819 1.330 0.40
H -3.922 2.206 0.716 0.32
H -2.890 4.776 -0.060 0.44
H -1.660 4.263 1.105 0.52
H 0.362 2.596 -3.430 0.34
H -1.064 3.655 -3.929 0.14
H 0.573 4.325 -3.782 0.47
H -0.697 6.307 -2.646 0.07
H -2.152 5.879 -1.716 0.48
H 0.198 6.117 0.123 0.32
H -1.236 7.266 0.084 0.25
H 0.230 7.525 -0.957 0.40
H -2.659 2.865 -2.579 0.26
H -3.589 2.026 -1.319 0.58
H -2.696 0.403 -2.871 -0.32
H -1.045 1.071 -2.772 0.02
H -2.597 -0.851 -0.955 0.65
H 0.319 -1.194 -0.840 0.41
H -0.095 -0.797 -2.510 0.32
H -2.023 -2.828 -1.381 0.41
H -0.311 -3.402 -1.613 0.36
H -1.359 -3.901 -3.658 0.36
H -0.409 -2.442 -4.017 0.39
H -3.140 -1.736 -3.051 0.34
H -3.268 -2.822 -4.526 0.55
H -4.252 -1.055 -5.347 0.37
H -3.087 -0.133 -6.440 0.12
H -3.576 0.545 -4.866 0.14
C 1.752 -1.774 2.287 -0.39
C 2.145 -0.459 2.070 -0.01
C 3.449 -0.069 2.349 -0.54
C 4.360 -0.993 2.848 -0.62
C 3.964 -2.307 3.073 -0.33
C 2.661 -2.698 2.791 -0.56
H 0.736 -2.080 2.063 0.43
H 1.436 0.261 1.683 0.43
H 3.756 0.956 2.177 0.41
H 5.377 -0.690 3.063 0.36
H 4.672 -3.026 3.467 0.50
H 2.353 -3.723 2.964 0.36
C 4.998 -4.669 6.473 -0.63
C 5.797 -5.646 7.054 0.20
C 6.901 -5.281 7.814 -0.40
C 7.210 -3.938 7.990 -0.39
C 6.417 -2.960 7.401 -0.50
C 5.310 -3.325 6.644 -0.29
H 4.133 -4.954 5.886 0.39
H 5.558 -6.694 6.915 0.14
H 7.522 -6.043 8.270 0.32
H 8.070 -3.653 8.584 0.36
H 6.661 -1.913 7.533 0.37
H 4.690 -2.563 6.187 0.45
C -1.086 1.134 -8.727 -0.54
C -1.664 -0.022 -9.239 -0.39
C -2.359 0.022 -10.442 -0.40
C -2.479 1.224 -11.131 -0.40
C -1.909 2.381 -10.614 -0.42
C -1.211 2.335 -9.413 -0.38
H -0.539 1.098 -7.792 0.45
H -1.573 -0.957 -8.700 0.45
H -2.807 -0.879 -10.842 0.36
H -3.019 1.258 -12.070 0.37
H -2.008 3.319 -11.148 0.40
H -0.763 3.236 -9.010 0.51
C 4.997 -11.213 7.319 -0.41
C 5.795 -12.190 7.900 -0.41
C 6.900 -11.825 8.660 -0.33
C 7.209 -10.482 8.836 -0.52
C 6.416 -9.504 8.247 0.20
C 5.309 -9.869 7.490 -0.38
H 4.132 -11.497 6.732 0.35
H 5.556 -13.238 7.762 0.35
H 7.520 -12.587 9.116 0.36
H 8.068 -10.197 9.430 0.35
H 6.660 -8.457 8.379 0.12
H 4.689 -9.107 7.033 0.32
C -1.650 8.057 -6.758 -0.54
C -1.756 6.789 -6.200 0.03
C -1.983 5.688 -7.017 -0.78
C -2.108 5.855 -8.391 -0.15
C -2.010 7.125 -8.948 -0.57
C -1.780 8.226 -8.131 -0.30
H -1.467 8.915 -6.122 0.37
H -1.662 6.658 -5.129 0.32
H -2.063 4.698 -6.583 0.45
H -2.282 4.996 -9.027 0.42
H -2.112 7.256 -10.018 0.36
H -1.701 9.215 -8.565 0.37
```

=====

Q: What is the M in the second record?
A: 801.127 g/mol

=====

Q: Which of these has the highest M?
A: C49H64N4O4P2Ti

=====

Q: The lowest M belongs to which entry?
A: C49H69O5PS

=====

Q: Which of these has the highest M?
A: C49H64N4O4P2Ti